No. 1
The molecule C4H5N3O, computed with wB97M-V/def2-TZVPD.

CARTESIAN COORDINATES (ANGSTROEM)
C  1.4140  -0.6198  -0.5346
C  0.4174  0.3383  -0.1650
C  0.9430  1.5698  0.4275
N  -0.0859  2.4300  0.5512
O  -1.1998  1.7354  0.3306
C  -1.1011  0.4595  -0.0755
N  -2.0508  -0.3795  0.1588
N  -1.3352  -1.6248  -0.2751
H  1.0110  -1.4998  -1.1256
H  2.5667  -0.5657  -0.3978
H  1.8664  2.0212  0.4894
H  -0.3789  -1.6391  0.3652
H  -2.0669  -2.2256  0.2510

Summary:
LUMO energy	-0.030	Ha
HOMO energy	-0.3267	Ha
SMILES	C=C1C=NO/C1=N/N

No. 2
The molecule C4H5N3O, computed with wB97M-V/def2-TZVPD.

CARTESIAN COORDINATES (ANGSTROEM)
H  -1.9485  1.7305  -0.1824
N  -1.3317  2.3033  0.4819
C  -0.2158  1.7347  0.6084
N  0.3396  0.5570  0.0992
N  1.7066  0.3148  0.1321
C  1.7448  -0.9957  -0.0769
C  0.4258  -1.5588  -0.2621
C  -0.4011  -0.5294  -0.3825
O  -1.6657  -0.3267  -0.7797
H  0.5296  2.1878  1.2016
H  2.5917  -1.6385  0.1111
H  0.2139  -2.6013  -0.3496
H  -1.9891  -1.1778  -0.6012

Summary:
LUMO energy	0.016	Ha
HOMO energy	-0.3511	Ha
SMILES	[H]/N=C\n1nccc1O

No. 3
The molecule C4H5N3O, computed with wB97M-V/def2-TZVPD.

CARTESIAN COORDINATES (ANGSTROEM)
C  -0.7453  -1.7382  1.6946
C  -0.6428  -0.4253  1.5447
C  -0.0571  0.3745  0.4921
N  -0.5060  1.4972  0.1217
N  0.1495  2.0869  -0.9497
C  0.6078  1.3637  -1.9157
N  0.4355  -0.1191  -1.8519
O  0.9483  -0.1588  -0.2933
H  -0.2032  -2.5676  1.1349
H  -1.0762  -2.1639  2.5898
H  -1.1190  0.3314  2.3597
H  0.8994  1.9383  -2.7576
H  1.3091  -0.4190  -2.1693

Summary:
LUMO energy	-0.019	Ha
HOMO energy	-0.3478	Ha
SMILES	C=CC1=NN=CNO1

No. 4
The molecule C4H5N3O, computed with wB97M-V/def2-TZVPD.

CARTESIAN COORDINATES (ANGSTROEM)
H  -1.9713  -1.9556  2.2562
N  -1.5743  -0.9465  2.3857
C  -0.9906  -0.7298  1.2964
N  -0.7061  -1.7892  0.3959
C  0.1328  -1.2876  -0.4126
C  0.4407  0.2430  -0.1237
C  1.0119  1.1257  -1.1280
O  0.3816  2.4783  -1.0853
N  -0.3129  0.5209  0.8850
H  0.5563  -1.9993  -1.1712
H  2.1065  1.2791  -0.9373
H  0.8303  0.6477  -2.1553
H  0.0950  2.4130  -0.2057

Summary:
LUMO energy	-0.040	Ha
HOMO energy	-0.4035	Ha
SMILES	[H]/N=C1\N=CC(CO)=N1

No. 5
A structure of composition C4H5N3O, computed with wB97M-V/def2-TZVPD.

CARTESIAN COORDINATES (ANGSTROEM)
C  -0.6885  -0.2364  0.0029
C  -0.6932  1.1801  0.0836
C  1.5110  1.2065  0.0583
C  1.7009  -0.3597  0.2225
H  -2.6049  -0.1263  -0.0224
H  -2.3569  -2.1276  -0.1242
H  -1.6661  1.7387  0.3215
H  2.5908  1.7890  -0.4151
H  0.4045  -2.0078  0.0793
N  -1.9617  -0.8437  -0.1668
N  0.4895  1.8051  -0.1027
N  0.5163  -0.9625  0.2374
O  2.7583  -1.0553  -0.1741

Summary:
LUMO energy	-0.003	Ha
HOMO energy	-0.2950	Ha

No. 6
A structure of composition C4H5N3O, computed with wB97M-V/def2-TZVPD.

CARTESIAN COORDINATES (ANGSTROEM)
C  0.3336  -1.2288  -0.4027
N  1.2413  1.0940  0.7312
C  1.0280  0.0405  -0.8501
C  -1.0227  -0.5637  -0.2224
C  -0.0181  1.3454  0.7436
N  -0.7109  0.8330  -0.3046
N  -2.1336  -1.1465  -0.1543
O  1.6878  0.3479  -1.7667
H  1.8753  1.4366  1.4492
H  -2.8921  -0.4678  -0.0808
H  0.3632  -1.9882  -1.1847
H  0.7506  -1.6404  0.5171
H  -0.5024  1.9380  1.5252

Summary:
LUMO energy	0.026	Ha
HOMO energy	-0.3339	Ha

No. 7
The molecule C4H5N3O2, computed with wB97M-V/def2-TZVPD.

CARTESIAN COORDINATES (ANGSTROEM)
C  0.0529  0.0614  0.2815
C  0.4165  -0.9924  1.0376
C  -0.5647  0.1307  -1.0332
C  -0.1329  -2.9727  -0.3354
N  0.3329  -2.3431  0.7875
N  -0.8597  -0.9286  -1.6994
N  -0.8964  1.4476  -1.4886
O  -1.3609  -1.0702  -2.8160
O  -0.3529  -4.0661  -0.8084
H  0.2944  0.9745  0.7532
H  0.8460  -0.7745  1.9967
H  0.3212  -2.9868  1.6149
H  -0.5409  1.5484  -2.4348
H  -1.9452  1.5448  -1.5172

Summary:
LUMO energy (alpha / beta)	-0.022 / -0.003	Ha
HOMO energy (alpha / beta)	-0.2901 / -0.3122	Ha

No. 8
The molecule C4H5N3O3, computed with wB97M-V/def2-TZVPD.

CARTESIAN COORDINATES (ANGSTROEM)
C  -1.0225  0.2454  0.6774
C  -0.2617  -0.2358  -0.3967
N  1.0333  -0.3779  -0.5391
N  1.5112  -0.6858  -1.7810
C  0.4355  -0.9951  -2.7125
O  0.7667  -1.3468  -3.8136
C  -0.8008  -0.7783  -2.0453
N  -2.1329  -0.8061  -2.3546
O  -2.3636  -1.6167  -3.2409
O  -2.9249  -0.2286  -1.6870
H  -1.3036  1.2908  0.5425
H  -0.4712  0.2947  1.5477
H  -1.9615  -0.4433  0.9185
H  1.8715  -0.3662  0.1719
H  2.2834  -1.3314  -1.8201

Summary:
LUMO energy	-0.004	Ha
HOMO energy	-0.3201	Ha
SMILES	Cc1[nH][nH]c(=O)c1[N+](=O)[O-]

No. 9
The molecule C4H5N3O4, computed with wB97M-V/def2-TZVPD.

CARTESIAN COORDINATES (ANGSTROEM)
C  -1.4944  0.3981  1.5367
C  1.3038  -1.0601  -1.0434
C  0.7468  -0.5156  1.3229
C  0.5472  0.1675  -1.4650
N  -0.3197  0.1657  1.2400
N  1.4720  -1.2156  0.2966
N  -0.7260  0.2487  -1.6844
O  -1.3573  1.2297  -2.0929
O  1.7044  -1.9162  -1.8024
O  -1.3987  -0.9453  -1.2132
O  1.3762  1.2761  -1.7014
H  -1.8158  1.3565  1.5876
H  1.1624  -0.6804  2.4173
H  -2.2859  -0.5990  -1.1540
H  2.2342  -1.8560  0.4970
H  0.8166  1.8200  -2.2510

Summary:
LUMO energy (alpha / beta)	0.009 / -0.053	Ha
HOMO energy (alpha / beta)	-0.2220 / -0.3360	Ha
expectation value of S²	2.033
multiplicity	3

No. 10
The molecule C4H5N3S, computed with wB97M-V/def2-TZVPD.

CARTESIAN COORDINATES (ANGSTROEM)
N  1.8795  1.5874  0.0054
C  1.4233  0.3172  -0.2021
S  2.4804  -0.9257  -0.1692
C  -0.0158  0.1118  -0.1443
N  -0.8209  1.1047  -0.1968
N  -2.2063  0.5591  -0.2462
C  -2.1150  -0.6728  -0.0396
C  -0.7609  -1.1941  0.0163
H  1.2411  2.2974  0.3369
H  2.9023  1.7437  0.1244
H  -3.0728  -1.2960  0.0053
H  -0.4504  -1.5401  1.0971
H  -0.4845  -2.0926  -0.5874

Summary:
LUMO energy	-0.026	Ha
HOMO energy	-0.3261	Ha
SMILES	NC(=S)C1=NN=CC1

no.,F_max (eV/Å)
1,6.1
2,3.7
3,4.9
4,4.9
5,10.8
6,0.5
7,4.0
8,8.1
9,5.3
10,3.4